A cluster of 2 separate species, C5H11N2 in total at a distorted geometry. Source: OMol25; level of theory: ωB97M-V/def2-TZVPD.

Its spin multiplicity is 1. The HOMO energy (alpha / beta) is -0.487 / -0.495 hartree. The molar mass is 99.157 Da. As for the strongest force on any atom: 3.9 eV/Å. Its net charge is +1. The energy relative to the best compared isomer or geometry (same formula, charge and spin) comes out at 137.19 kcal/mol. The HOMO-LUMO gap (alpha / beta) comes out at 9.0 / 9.2 eV.

Last column: Löwdin charge in e.
Atoms and positions in Å:
1 C 0.737 1.186 -2.858  -0.1176
2 C -0.527 0.974 0.941  -0.0267
3 C -1.481 -0.051 0.459  0.0235
4 C 0.139 -1.152 1.837  0.0247
5 C 0.771 -0.585 -0.438  0.0878
6 N 0.158 1.101 -1.793  0.0916
7 N -0.094 -0.334 0.651  -0.3298
8 H 0.561 2.159 -3.363  0.1014
9 H 1.315 0.381 -3.452  0.1230
10 H -0.266 1.760 0.303  0.0929
11 H -0.384 1.207 2.024  0.1582
12 H -2.010 -0.563 1.168  0.1099
13 H -1.790 -0.018 -0.510  0.1058
14 H 1.168 -1.374 1.897  0.1045
15 H -0.400 -0.947 2.820  0.1620
16 H -0.267 -2.071 1.708  0.0743
17 H 0.675 -1.519 -1.065  0.1400
18 H 1.696 -0.154 -0.327  0.0744

***

An isolated molecule of C3H5N3OS at a distorted geometry. Source: OMol25; level of theory: ωB97M-V/def2-TZVPD.

Its spin multiplicity is 1. The HOMO energy is -0.341 hartree. As for the structure (SMILES): [H]/N=C(\N)N(C=O)C=S. The molar mass is 131.160 Da. As for the strongest force on any atom: 5.7 eV/Å. Its net charge is 0. The energy relative to the best compared isomer or geometry (same formula, charge and spin) comes out at 46.66 kcal/mol. The HOMO-LUMO gap comes out at 8.8 eV.

Last column: Löwdin charge in e.
Atoms and positions in Å:
1 H 1.183 2.742 -0.568  0.0639
2 N 1.424 1.751 -0.730  0.1377
3 C 0.504 1.196 -0.083  -0.6087
4 N -0.379 1.864 0.695  0.0808
5 N 0.405 -0.207 -0.039  -0.0519
6 C 1.703 -0.869 0.103  -0.2305
7 O 2.054 -2.016 0.293  0.0684
8 C -0.744 -0.983 -0.212  -0.6463
9 S -2.297 -0.567 -0.108  0.6905
10 H -1.340 1.560 1.061  0.0731
11 H -0.347 3.008 0.759  0.1818
12 H 2.420 0.021 0.316  0.1466
13 H -0.529 -2.059 -0.511  0.0948

***

A cluster of 14 separate species, C19H66N4O14 in total at a distorted geometry. Source: OMol25; level of theory: ωB97M-V/def2-TZVPD.

Its spin multiplicity is 1. The HOMO energy is -0.338 hartree. The molar mass is 574.751 Da. As for the strongest force on any atom: 8.7 eV/Å. Its net charge is 0. The energy relative to the best compared isomer or geometry (same formula, charge and spin) comes out at 32.86 kcal/mol. The HOMO-LUMO gap comes out at 9.2 eV.

Last column: Löwdin charge in e.
Atoms and positions in Å:
1 C 3.523 3.881 -2.581  -0.0676
2 C 2.146 3.842 -1.873  -0.3131
3 O 1.258 3.182 -2.731  -0.0866
4 H 3.517 4.651 -3.403  0.0940
5 H 3.690 2.989 -3.100  0.0323
6 H 4.335 4.001 -1.879  0.0657
7 H 1.757 4.838 -1.698  0.1137
8 H 2.209 3.206 -0.994  0.0790
9 H 0.350 3.487 -2.624  0.0217
10 C 2.466 -1.303 -4.389  -0.0838
11 C 1.708 -1.733 -3.155  -0.3531
12 O 0.968 -0.654 -2.751  -0.0741
13 H 1.838 -1.289 -5.311  0.0868
14 H 3.214 -2.014 -4.660  0.0627
15 H 2.894 -0.320 -4.280  0.0649
16 H 2.517 -1.919 -2.498  0.0859
17 H 1.129 -2.639 -3.345  0.1157
18 H 0.796 -0.775 -1.808  0.0135
19 C -2.371 -0.870 -2.521  -0.0842
20 C -3.654 -0.640 -3.284  -0.3474
21 O -3.496 -0.956 -4.643  -0.0835
22 H -2.479 -0.613 -1.481  0.0464
23 H -1.545 -0.359 -3.046  0.0789
24 H -2.092 -1.904 -2.562  0.0584
25 H -3.937 0.406 -3.214  0.0942
26 H -4.527 -1.216 -2.868  0.1222
27 H -4.386 -0.854 -5.075  0.1119
28 C -3.209 -2.498 0.384  -0.0942
29 C -3.152 -3.147 1.728  -0.2917
30 O -2.249 -4.200 1.644  -0.1088
31 H -2.424 -1.807 0.307  0.0260
32 H -4.141 -1.988 0.210  0.0857
33 H -3.121 -3.107 -0.523  0.0947
34 H -4.066 -3.561 2.112  0.1205
35 H -2.828 -2.448 2.498  0.1050
36 H -2.444 -4.856 2.353  0.1344
37 C -4.488 0.210 1.952  -0.0723
38 C -4.117 1.254 0.975  -0.3304
39 O -3.039 1.975 1.495  -0.0575
40 H -3.652 -0.399 2.035  0.0292
41 H -5.284 -0.427 1.694  0.0662
42 H -4.693 0.699 2.849  0.0717
43 H -4.948 2.002 0.818  0.1295
44 H -3.949 0.909 -0.004  0.0762
45 H -2.266 1.563 1.264  -0.0451
46 C 0.099 0.118 0.177  -0.5394
47 O -1.144 0.392 0.719  -0.0656
48 N 0.977 1.063 -0.100  0.1771
49 N 0.692 -0.975 -0.076  0.1825
50 H 0.562 2.005 -0.042  0.0940
51 H 1.905 1.007 -0.494  0.0935
52 H 0.265 -1.920 -0.062  0.0844
53 H 1.690 -0.996 -0.144  0.0963
54 C 0.574 -4.079 -0.043  -0.6737
55 O 1.579 -4.389 -0.898  -0.0502
56 N 0.629 -4.165 1.225  0.1709
57 N -0.482 -3.437 -0.409  0.1466
58 H 1.320 -4.818 1.623  0.1649
59 H -0.240 -4.081 1.748  0.1002
60 H -0.660 -3.676 -1.394  0.1563
61 H -1.295 -3.201 0.207  0.0828
62 C 3.233 1.322 2.442  -0.2199
63 O 1.937 1.107 2.438  -0.1173
64 H 3.811 0.465 2.088  0.0616
65 H 3.544 1.411 3.490  0.1011
66 H 3.561 2.235 1.920  0.0978
67 H 1.798 0.936 1.502  0.0303
68 C 4.186 0.295 -1.501  -0.0870
69 O 3.654 -0.212 -0.291  -0.1538
70 H 5.068 0.854 -1.145  0.1100
71 H 3.405 0.907 -1.884  0.0630
72 H 4.414 -0.505 -2.097  0.0585
73 H 4.347 -0.782 0.039  0.0892
74 C 2.898 -2.280 2.269  -0.1445
75 O 3.131 -3.073 1.128  -0.1281
76 H 2.543 -2.942 3.027  0.0786
77 H 2.258 -1.440 1.943  0.0589
78 H 3.815 -1.926 2.568  0.0565
79 H 2.295 -3.495 0.933  -0.0178
80 C -0.775 2.068 4.015  -0.1532
81 O 0.416 1.713 4.651  -0.1088
82 H -0.692 2.774 3.242  0.0427
83 H -1.435 2.436 4.783  0.0885
84 H -1.206 1.204 3.589  0.0413
85 H 0.992 1.409 3.951  0.0090
86 C -1.714 2.527 -2.264  -0.1152
87 O -1.394 3.920 -2.491  -0.1283
88 H -2.079 2.048 -3.172  0.0802
89 H -2.538 2.446 -1.550  0.0853
90 H -0.884 1.929 -1.916  0.0609
91 H -2.043 4.272 -3.119  0.1037
92 C -0.187 -1.454 3.377  -0.1813
93 O -0.447 -2.363 4.383  -0.0890
94 H 0.093 -1.837 2.353  0.0718
95 H 0.513 -0.753 3.796  0.0707
96 H -1.132 -0.927 3.318  0.0656
97 H -0.099 -3.230 4.222  0.0571
98 C 0.336 4.245 1.247  -0.1361
99 O -0.458 3.638 0.252  -0.1358
100 H 0.848 3.466 1.830  0.0774
101 H -0.307 4.846 1.910  0.0964
102 H 1.011 4.929 0.817  0.0575
103 H -0.949 4.367 -0.144  0.0888

***

The ion C6H11N2 with charge +1 at a distorted geometry. Source: OMol25; level of theory: ωB97M-V/def2-TZVPD.

Its spin multiplicity is 1. The HOMO energy is -0.559 hartree. As for the structure (SMILES): CC[C@@H]1N=C[NH+]=C1C. The molar mass is 111.168 Da. As for the strongest force on any atom: 4.8 eV/Å. Its net charge is +1. The energy relative to the best compared isomer or geometry (same formula, charge and spin) comes out at 61.08 kcal/mol. The HOMO-LUMO gap comes out at 10.4 eV.

Last column: Löwdin charge in e.
Atoms and positions in Å:
1 C -2.043 -0.922 -0.014  -0.0828
2 C -0.614 -1.045 0.512  -0.1592
3 C 0.462 -0.722 -0.605  -0.2228
4 N 1.749 -1.303 -0.177  0.1280
5 C 2.468 -0.398 0.314  -0.1151
6 N 1.753 0.793 0.364  0.1433
7 C 0.583 0.700 -0.275  -0.2430
8 C -0.321 1.827 -0.442  0.0183
9 H -2.527 -1.862 -0.317  0.1015
10 H -2.152 -0.402 -0.892  0.0332
11 H -2.683 -0.410 0.696  0.0910
12 H -0.217 -2.152 0.864  0.1884
13 H -0.505 -0.419 1.423  0.1224
14 H 0.093 -1.239 -1.525  0.1940
15 H 3.430 -0.548 0.772  0.1458
16 H 2.152 1.780 0.692  0.2505
17 H -1.158 1.467 -1.035  0.0800
18 H 0.086 2.738 -1.058  0.1540
19 H -0.557 2.117 0.702  0.1724